No. 1
17
Properties=species:S:1:pos:R:3 method="wB97M-V/def2-TZVPD" e_tot_ev=-20356.2996 orbital_gap_ev=8.503 homo_ev=-8.33 mol_weight_g_mol=175.1
C -0.75712 0.87157 0.62570
C -0.09020 2.13034 0.41412
C -1.67986 -1.28842 1.13435
C 0.38303 -0.37476 -1.23276
C 1.78641 -0.71313 -0.87683
N -1.46502 0.12789 1.26591
F 0.38477 0.64724 -2.22809
F -0.39206 -1.43220 -1.73041
F 2.51620 0.39871 -0.53734
F 2.51718 -1.47959 -1.71119
F 1.71644 -1.45452 0.28202
H -0.29387 2.31505 -0.61429
H 0.96993 1.92581 0.80174
H -0.47728 2.94634 1.08559
H -2.56463 -1.42105 1.78375
H -0.67945 -1.77120 1.46772
H -1.87448 -1.42808 0.07002

=====

No. 2
17
Properties=species:S:1:pos:R:3 method="wB97M-V/def2-TZVPD" e_tot_ev=-16559.4976 orbital_gap_ev=8.571 relative_energy_kj_mol=380.2 homo_ev=-9.15 mol_weight_g_mol=159.1
C -0.87901 1.08357 -0.16045
C -0.49058 0.15143 -1.16154
C 0.13801 1.69162 0.49855
C 2.09951 0.35694 0.15486
C -0.08838 -1.09413 -0.79764
N 1.39131 1.38472 0.16747
N -0.08295 -1.56683 0.50525
N 0.40558 -2.05925 -1.70474
O 0.55950 -3.16624 -1.30808
O 0.72991 -1.69861 -2.80505
F 3.27307 0.45215 -0.45457
H -1.92046 1.37941 0.02243
H -0.46264 0.52160 -2.09016
H 0.01739 2.48576 1.15004
H 1.94894 -0.80669 0.40696
H -0.35687 -2.60222 0.49371
H -0.71297 -0.95298 0.95948

=====

No. 3
13
Properties=species:S:1:pos:R:3 method="wB97M-V/def2-TZVPD" e_tot_ev=-17285.4251 orbital_gap_ev=9.550 relative_energy_kj_mol=102.5 homo_ev=-9.30 mol_weight_g_mol=116.1
C 0.10488 -0.59477 -1.66008
C -1.29798 -0.45799 -1.07675
C 0.96368 0.12098 -1.00413
C -1.19913 0.36799 0.01828
C 0.79187 0.30993 1.71885
F -2.52100 0.69399 0.98794
P 0.35472 1.29700 0.24550
H 0.12686 -1.23364 -2.53108
H -2.10400 -1.07924 -1.42426
H 2.06966 0.16764 -1.14934
H 0.23877 0.66827 2.66591
H 1.84957 0.46954 1.68335
H 0.62211 -0.72969 1.52582

=====

No. 4
14
Properties=species:S:1:pos:R:3 method="wB97M-V/def2-TZVPD" e_tot_ev=-30203.2812 orbital_gap_ev="5.541 / 6.200" relative_energy_kj_mol=0.0 homo_ev="-5.82 / -6.24" s_squared=20.38 spin_multiplicity=9 mol_weight_g_mol=255.4
C 1.47142 0.68393 1.90150
C 0.37970 0.53177 1.39355
C -0.92531 0.30738 0.77108
C -1.10635 -1.12536 0.32476
O -2.20022 -1.43691 -0.33886
Gd -4.15104 -0.80609 -1.62516
H 2.40333 0.86882 2.40484
H -1.02822 0.98466 -0.09655
H -1.72805 0.61076 1.47543
H -0.62601 -1.90603 0.93694
C 2.27885 -0.04107 -1.38486
O 1.55834 0.74124 -2.13249
H 1.58243 -0.87932 -1.14095
H 2.09113 1.46622 -2.48921

=====

No. 5
15
Properties=species:S:1:pos:R:3 method="wB97M-V/def2-TZVPD" e_tot_ev=-24462.0187 orbital_gap_ev=9.251 relative_energy_kj_mol=12.6 homo_ev=-9.12 smiles="C=C(I)n1ccnc1.I" mol_weight_g_mol=347.9
C 1.90033 -0.68453 -1.64139
C 1.26793 0.49214 -1.25882
C 0.68749 -1.25801 -0.00415
C -0.28733 0.57034 2.01198
C -0.26471 0.82224 0.73300
N 1.46474 -1.72549 -0.89563
N 0.49403 0.09482 -0.13915
I -3.69557 -1.09034 -0.03067
I -1.41936 2.30582 -0.19895
H 2.62283 -0.62436 -2.49797
H 1.34454 1.55683 -1.69355
H 0.12951 -1.72298 0.70592
H -3.58435 0.40902 -0.30387
H -0.97836 0.96898 2.71111
H 0.31828 -0.11447 2.50213

=====

No. 6
16
Properties=species:S:1:pos:R:3 method="wB97M-V/def2-TZVPD" e_tot_ev=-21010.8859 orbital_gap_ev="7.702 / 6.665" relative_energy_kj_mol=124.4 homo_ev="-7.05 / -9.83" s_squared=2.01 spin_multiplicity=3 mol_weight_g_mol=255.0
C -0.49396 -0.97688 -1.84353
C -1.03753 -2.70692 -0.72530
C -0.35167 -0.66062 -0.34151
C 1.12839 -0.40299 -0.13530
C -1.20794 0.46460 0.26830
N -1.09032 -2.23172 -1.90662
O -0.08675 -0.33239 -2.77219
O -0.64186 -1.98348 0.25735
O -1.39052 -4.10100 -0.37221
I -1.76414 -5.21968 -1.84794
H 1.62740 -0.15753 -1.09267
H 1.54184 -1.36930 0.21916
H 1.29729 0.47257 0.67347
H -0.75713 0.65104 1.26645
H -2.33057 0.22578 0.11072
H -0.89155 1.42272 -0.21982

=====

No. 7
15
Properties=species:S:1:pos:R:3 method="wB97M-V/def2-TZVPD" e_tot_ev=-27750.6820 orbital_gap_ev=7.869 relative_energy_kj_mol=350.7 homo_ev=-7.90 mol_weight_g_mol=255.1
C -0.94341 0.88488 -0.91941
C -1.79414 -1.32729 -0.30260
C 0.48778 1.20081 -0.25674
C -3.02490 -1.56236 0.15502
C 1.01242 -0.03543 0.45443
N -1.62815 -0.14106 -1.02218
O -0.85255 -2.33588 -0.25439
S 0.88978 -1.51655 -0.32027
I -4.30257 0.12893 0.00870
H -1.29188 1.68801 -1.61864
H 1.09148 1.37548 -1.13850
H 0.45358 2.15188 0.43231
H -3.15271 -2.41211 0.70360
H 1.20523 -0.03300 1.53787
H 1.38605 -2.44566 0.59933

=====

No. 8
18
Properties=species:S:1:pos:R:3 method="wB97M-V/def2-TZVPD" e_tot_ev=-16380.0349 orbital_gap_ev=3.591 relative_energy_kj_mol=16.7 homo_ev=-4.65 mol_weight_g_mol=238.5
O 1.23345 -1.89476 -1.21908
C 1.11942 -1.28139 -0.04555
C 0.64024 -3.20125 -1.13085
O 1.65735 -0.21424 0.22456
O 0.76983 -2.17160 0.92303
C 0.73203 -3.49643 0.35868
Rb 0.43628 2.64663 0.14705
H 1.21273 -3.88937 -1.75804
H -0.40319 -3.12576 -1.46440
H 1.65741 -4.01423 0.63781
H -0.15389 -4.00906 0.74419
O -2.54794 -2.55962 0.37152
C -2.71339 -1.83064 -0.72070
C -1.93877 -0.75340 -1.01888
O -0.97871 -0.32524 -0.14540
Li -1.28566 -1.58795 1.31584
H -3.43055 -2.17711 -1.48687
H -1.97189 -0.29130 -2.01304

=====

No. 9
12
Properties=species:S:1:pos:R:3 method="wB97M-V/def2-TZVPD" e_tot_ev=-6759.7039 charge=+1 orbital_gap_ev=9.156 relative_energy_kj_mol=528.1 homo_ev=-14.57 mol_weight_g_mol=80.1
C -1.57672 1.06087 0.18234
C -1.88408 -0.17651 -0.31670
C 1.80494 0.54201 -0.47183
C -0.07829 -1.74918 0.38477
C 2.81760 0.42839 0.15608
N -0.94762 -1.01646 0.16691
H -1.91959 1.84527 -0.36001
H -0.86199 1.24398 1.00936
H -2.66186 -0.61356 -0.99782
H 1.12270 0.83250 -1.23355
H 0.73889 -2.44317 0.57508
H 3.44601 0.04586 0.90537

=====

No. 10
12
Properties=species:S:1:pos:R:3 method="wB97M-V/def2-TZVPD" e_tot_ev=-6757.7825 charge=+1 orbital_gap_ev="7.788 / 8.020" relative_energy_kj_mol=713.5 homo_ev="-13.66 / -13.88" mol_weight_g_mol=80.1
C -1.66566 -2.18156 -1.54813
C 0.23610 -0.25858 -1.14054
C -1.27231 -0.40439 0.16329
C -1.05542 -1.15330 -1.12791
C 0.85341 1.19810 0.67311
N -0.03377 0.30714 0.05450
H -2.09091 -3.01836 -2.12463
H 1.20558 -0.70924 -1.55987
H -1.66191 -0.77722 1.06292
H 0.11220 1.95727 1.22708
H 1.53877 0.67879 1.40506
H 1.70526 1.51810 -0.00343

=====

No. 11
12
Properties=species:S:1:pos:R:3 method="wB97M-V/def2-TZVPD" e_tot_ev=-6759.1616 charge=+1 orbital_gap_ev="7.776 / 6.926" relative_energy_kj_mol=580.4 homo_ev="-13.48 / -13.10" mol_weight_g_mol=80.1
C 0.66816 -1.03134 -0.68861
C 0.43582 1.15341 -0.57193
C -0.94598 1.78840 1.30325
C -0.00025 -1.89554 -0.01602
C 1.00243 0.12817 -1.46647
N -0.36377 1.34660 0.29065
H -2.02777 2.21357 1.25584
H -0.26574 2.19431 2.06744
H -0.03774 -2.97816 0.02966
H -0.75265 -1.49905 0.81026
H 2.10671 0.28822 -1.78116
H 0.52628 -0.00811 -2.42471

=====

No. 12
12
Properties=species:S:1:pos:R:3 method="wB97M-V/def2-TZVPD" e_tot_ev=-6759.2464 charge=+1 orbital_gap_ev="8.121 / 6.136" relative_energy_kj_mol=572.3 homo_ev="-14.33 / -13.45" mol_weight_g_mol=80.1
C 1.22792 0.24344 0.03049
C 2.32092 -0.58409 -0.02083
C -1.56007 -0.22009 0.05455
C -0.98721 1.27356 -0.05647
C -1.08668 -1.39842 -0.04993
N 0.41753 1.13378 -0.08216
H 2.66505 -1.07282 -0.88824
H 3.03205 -0.56319 0.94123
H -2.71531 -0.22278 0.18590
H -0.75039 -2.39814 -0.15674
H -1.35087 1.89211 -0.84510
H -1.21294 1.91663 0.88730

=====

No. 13
12
Properties=species:S:1:pos:R:3 method="wB97M-V/def2-TZVPD" e_tot_ev=-6756.0394 charge=+1 orbital_gap_ev=9.353 relative_energy_kj_mol=881.7 homo_ev=-15.39 mol_weight_g_mol=80.1
C 0.50851 -1.10123 0.74655
C 0.98932 -0.80626 -0.52567
C 1.78504 0.36701 0.30884
C 0.54670 0.67993 -0.40652
C -1.76855 -0.30889 -0.13190
N -0.36441 -0.11839 0.26436
H 1.79943 0.53192 1.44398
H 2.76851 0.40495 -0.19308
H 0.06929 1.63719 -1.02336
H -2.02944 0.57538 -0.47889
H -1.93504 -1.24308 -0.72777
H -2.36937 -0.61854 0.72345

=====

No. 14
12
Properties=species:S:1:pos:R:3 method="wB97M-V/def2-TZVPD" e_tot_ev=-6761.1218 charge=+1 orbital_gap_ev=8.205 relative_energy_kj_mol=391.3 homo_ev=-14.53 smiles="C1#[N+]C=CCC1" mol_weight_g_mol=80.1
C 0.19782 1.32283 -0.76142
C -0.55028 -0.39894 1.02521
C -1.04737 0.94613 1.07740
C 0.90358 0.13700 -1.23911
C 0.42199 -0.94291 0.00509
N -0.49890 1.71698 0.10009
H -1.19192 -1.10904 1.61949
H -1.84003 1.47708 1.55229
H 0.53132 -0.42646 -2.12396
H 1.90832 0.43699 -1.33613
H 1.27761 -1.45928 0.51502
H -0.11213 -1.70037 -0.43396

=====

No. 15
12
Properties=species:S:1:pos:R:3 method="wB97M-V/def2-TZVPD" e_tot_ev=-6761.1726 charge=+1 orbital_gap_ev=9.495 relative_energy_kj_mol=386.4 homo_ev=-14.48 smiles="C#CCC=C=[NH2+]" mol_weight_g_mol=80.1
C 0.25590 0.60469 1.36054
C -0.35193 -0.82025 0.95392
C 0.79862 1.93741 -0.78836
C 0.60657 1.33990 0.21380
C -0.50912 -1.08908 -0.25276
N -0.51572 -1.34666 -1.45880
H -0.60334 1.02845 1.88059
H 1.06122 0.38950 2.16757
H -0.94079 -1.27042 1.74138
H 1.22180 2.13569 -1.74059
H -1.30868 -1.24372 -2.07475
H 0.28548 -1.66549 -2.00252

=====

No. 16
12
Properties=species:S:1:pos:R:3 method="wB97M-V/def2-TZVPD" e_tot_ev=-6760.4802 charge=+1 orbital_gap_ev=9.275 relative_energy_kj_mol=453.2 homo_ev=-15.90 mol_weight_g_mol=80.1
C -3.53110 0.75659 0.04004
C 0.77384 -0.81378 -0.35220
C 2.28136 1.02987 0.37347
C -0.32156 -1.42505 -0.19148
C 1.90839 -0.00501 -0.46285
N -2.72116 -0.05145 -0.04523
H -4.27082 1.40386 0.29340
H 1.75836 1.24346 1.45160
H 3.23513 1.54099 0.04174
H -0.32923 -2.20061 0.58745
H -1.39903 -1.33530 -0.46573
H 2.61584 -0.14357 -1.27021

=====

No. 17
12
Properties=species:S:1:pos:R:3 method="wB97M-V/def2-TZVPD" e_tot_ev=-6756.4728 charge=+1 orbital_gap_ev="6.693 / 8.129" relative_energy_kj_mol=428.9 homo_ev="-10.73 / -15.57" s_squared=2.01 spin_multiplicity=3 mol_weight_g_mol=80.1
C 1.34408 -0.46535 -0.40115
C 2.11539 0.74040 -0.34949
C -1.07459 -0.12158 -0.05140
C 2.19132 0.00012 0.71381
C -2.46177 0.18941 0.09183
N 0.03297 -0.41829 -0.05952
H 1.43376 -1.47211 -0.82890
H 2.22939 1.48899 -1.04682
H 2.79376 -0.39521 1.52512
H -2.73690 1.15251 0.19806
H -2.95663 -0.26287 0.95605
H -2.91077 -0.43604 -0.74760

=====

No. 18
12
Properties=species:S:1:pos:R:3 method="wB97M-V/def2-TZVPD" e_tot_ev=-6754.2291 charge=+1 orbital_gap_ev="8.218 / 6.671" relative_energy_kj_mol=645.4 homo_ev="-11.89 / -15.18" s_squared=2.01 spin_multiplicity=3 mol_weight_g_mol=80.1
C -0.34397 -0.10133 -1.16025
C 0.35804 -0.24768 -0.20405
C -0.07076 -0.34730 2.28873
C 0.72084 0.66366 2.22086
C -0.86766 0.14409 -2.51254
N 0.97663 -0.37705 1.24405
H -0.78214 -1.11010 2.64335
H 1.05939 1.52661 2.57433
H -0.20119 -0.07125 -3.29779
H -1.79129 -0.41203 -2.58487
H -0.91345 1.17493 -2.36611
H 1.85557 -0.84255 1.15429